Entry 1:
ORCA calculation (ωB97M-V/def2-TZVPD) on a molecular structure, C28H49BrNP3Pb at a distorted geometry.

## Properties
- Orbital gap (spin up / spin down): 4.43 / 2.94 eV
- E_LUMO (spin up / spin down): -14.7 / -15.3 eV
- Total charge: +4
- E: -4940.39814 Eh
- HOMO energy (spin up / spin down): -0.7029 / -0.6718 hartree

Element x y z (Å)
N1 -5.17770 -1.01280 3.30401
C1 -4.38545 -0.07115 3.83684
C2 -3.81435 0.94852 3.06441
C3 -4.08851 0.97990 1.67170
C4 -4.92064 -0.02462 1.14141
C5 -5.44627 -0.99139 1.99903
C6 -3.45837 1.95926 0.81320
Pb1 0.23412 0.04203 0.34184
P1 2.14563 0.71949 -1.22989
C7 -3.39684 1.85170 -0.54838
C8 -2.43934 2.56490 -1.34000
C9 -2.37220 2.30538 -2.72972
C10 -1.43189 2.94075 -3.52889
C11 -0.44479 3.71201 -2.90187
C12 -0.50382 4.03619 -1.54760
C13 -1.46961 3.42132 -0.75773
Br1 1.04793 4.39101 -3.97818
H1 -2.92294 2.76265 1.32249
H2 -4.00133 1.12880 -1.08604
H3 -3.19088 1.70025 3.54783
H4 -5.17947 -0.04062 0.08823
H5 -4.20433 -0.12027 4.92005
H6 -6.10807 -1.76178 1.60523
H7 -3.08186 1.60400 -3.16297
H8 -1.45500 3.59753 0.31766
H9 -1.45903 2.85951 -4.60570
H10 0.17867 4.77384 -1.14082
P2 -0.74215 -2.79378 -0.13516
C14 2.71141 2.28737 -0.49925
C15 3.39022 3.23526 -1.47365
H11 3.38072 2.04151 0.34251
H12 1.82302 2.77655 -0.05932
H13 3.78057 4.10081 -0.92369
H14 4.23348 2.77145 -1.99890
H15 2.68844 3.62588 -2.22446
C16 1.60348 0.99269 -2.92875
C17 2.70500 0.92678 -3.98112
H16 1.13281 1.98508 -2.95219
H17 0.78871 0.27964 -3.14629
H18 2.26686 1.16195 -4.96006
H19 3.49245 1.67044 -3.78941
H20 3.15509 -0.07334 -4.03468
C18 3.42406 -0.55491 -1.18748
C19 4.84639 -0.03194 -1.33399
H21 3.19010 -1.26665 -1.99432
H22 3.29882 -1.10360 -0.23849
H23 5.53690 -0.88067 -1.28429
H24 5.00409 0.45820 -2.30146
H25 5.12593 0.66740 -0.53777
C20 0.22169 -4.22589 0.50129
C21 1.73368 -4.05937 0.36193
H26 -0.12341 -5.11723 -0.04546
H27 -0.05643 -4.35034 1.55830
H28 2.22986 -4.94355 0.77761
H29 2.04783 -3.97134 -0.68548
H30 2.10997 -3.18831 0.91661
C22 -0.68246 -3.14541 -1.93871
C23 -1.49171 -2.16909 -2.78821
H31 -1.05161 -4.17352 -2.06920
H32 0.37813 -3.12782 -2.22855
H33 -1.31028 -2.38072 -3.84811
H34 -2.56927 -2.27104 -2.61595
H35 -1.21435 -1.11970 -2.61388
C24 -2.45211 -3.37618 0.21295
C25 -2.78774 -3.48706 1.69814
H36 -2.56675 -4.35114 -0.28625
H37 -3.13237 -2.66235 -0.27752
H38 -3.84724 -3.74879 1.80881
H39 -2.19760 -4.26666 2.19852
H40 -2.63670 -2.53499 2.22269
C26 2.82817 1.72175 3.47261
P3 1.55880 0.50560 2.94033
C27 2.33625 -1.06190 3.51074
C28 0.30356 0.75034 4.26210
H41 3.72041 1.61876 2.83923
H42 3.10790 1.55021 4.52156
H43 2.41741 2.73485 3.36592
H44 2.62345 -0.97001 4.56781
H45 1.62606 -1.89720 3.39775
H46 3.23282 -1.25324 2.90405
H47 0.79624 0.74523 5.24544
H48 -0.18996 1.72496 4.10708
H49 -0.45223 -0.05139 4.23194

---

Entry 2:
ORCA calculation (ωB97M-V/def2-TZVPD) on 12 unconnected molecules or ions with the total composition C28H49IN7O12 at a distorted geometry.

## Properties
- Orbital gap: 8.13 eV
- E_LUMO: 2.1 eV
- Total charge: -1
- E: -2680.25810 Eh
- HOMO energy: -0.2219 hartree

Element x y z (Å)
I1 14.06352 11.80522 17.25655
C1 14.89541 7.90744 16.38929
C2 15.47087 6.56139 16.42773
N1 16.06306 5.57406 16.41247
H1 15.14658 8.48920 17.26585
H2 13.82368 7.96882 16.44500
H3 15.22938 8.43241 15.51993
C3 10.28694 12.75234 15.86242
C4 9.33571 13.36884 16.84121
N2 8.73423 13.86784 17.67630
H4 10.49221 13.52576 15.07828
H5 9.75161 11.90460 15.42152
H6 11.24836 12.47352 16.30303
C5 14.90523 13.78763 21.96728
C6 13.90048 14.42623 22.78220
N3 13.03902 14.99421 23.31250
H7 15.85646 13.77933 22.42562
H8 14.98549 14.33438 21.06060
H9 14.63800 12.72128 21.74482
C7 12.44144 14.34974 19.04826
C8 13.45216 15.30568 18.56482
N4 14.25195 16.09833 18.32673
H10 12.35641 13.57793 18.30112
H11 11.51011 14.90060 19.14367
H12 12.82202 13.94489 19.97470
C9 17.25365 11.00868 15.63816
C10 18.28363 10.26633 14.89489
N5 19.08222 9.65617 14.34582
H13 16.59366 11.60982 14.97744
H14 17.66047 11.68003 16.39679
H15 16.64562 10.28249 16.14332
C11 11.22968 10.68263 19.55648
C12 12.06835 10.84356 20.71904
N6 12.75744 10.95115 21.63465
H16 11.33697 11.35914 18.73021
H17 10.16262 10.74690 19.93611
H18 11.26068 9.63514 19.27485
C13 20.14001 13.57150 14.04863
O1 19.81647 14.06636 15.38546
C14 18.54302 14.47567 15.49623
O2 17.76615 14.49324 14.64140
O3 18.31491 14.83691 16.79786
C15 16.88152 15.05069 16.98771
H19 19.63944 14.03836 13.20836
H20 19.95255 12.51664 14.03102
H21 21.19446 13.74584 13.94291
H22 16.85766 15.78672 17.77820
H23 16.42560 14.16885 17.31796
H24 16.45073 15.43371 16.04708
C16 11.07448 7.19439 23.15706
O4 12.46913 7.19261 22.77562
C17 12.57576 7.60700 21.48292
O5 11.65983 7.91095 20.80205
O6 13.84048 7.53139 21.13449
C18 14.14837 8.02750 19.83647
H25 10.54090 6.38480 22.71884
H26 10.59534 8.16484 22.88467
H27 11.10150 7.02843 24.23922
H28 15.17324 7.68670 19.58410
H29 14.04950 9.10732 19.78804
H30 13.51257 7.61804 19.03106
C19 13.71542 13.69731 13.94669
O7 13.75252 13.05367 12.65150
C20 12.56754 12.81455 12.09878
O8 11.52732 12.97202 12.64433
O9 12.78116 12.36655 10.83710
C21 11.51901 11.99784 10.24314
H31 12.71918 14.01351 14.20896
H32 14.35335 14.55322 13.85168
H33 14.02838 12.95946 14.70565
H34 10.78842 12.76038 10.47167
H35 11.18581 11.07261 10.66873
H36 11.71180 11.84982 9.18523
C22 8.30110 9.03608 12.98397
O10 9.21589 9.74151 13.80435
C23 10.46402 9.60281 13.38158
O11 10.73492 9.12079 12.31049
O12 11.30458 10.07180 14.30464
C24 12.73174 9.93523 14.02584
H37 8.31993 9.41465 11.93258
H38 7.33043 9.31102 13.44052
H39 8.44400 7.97137 13.07548
H40 12.91073 10.43789 13.11721
H41 12.89104 8.88455 13.87674
H42 13.26012 10.39112 14.85764
C25 15.81898 9.17956 12.65013
C26 15.21680 9.78450 11.39753
C27 16.16864 9.60410 10.16551
C28 15.72973 10.19852 8.90128
N7 15.20030 10.64192 7.97894
H43 15.48232 8.14760 12.75498
H44 15.43180 9.66598 13.55301
H45 16.87276 9.27724 12.55963
H46 15.13637 10.83342 11.61424
H47 14.26378 9.39050 11.11834
H48 16.20723 8.51628 9.89310
H49 17.23211 9.87275 10.40384

---

Entry 3:
ORCA calculation (ωB97M-V/def2-TZVPD) on 3 unconnected molecules or ions with the total composition C28H49INO7 at a distorted geometry.

## Properties
- Orbital gap: 7.13 eV
- E_LUMO: 1.9 eV
- Total charge: -1
- E: -1975.39600 Eh
- HOMO energy: -0.1916 hartree

Element x y z (Å)
C1 -2.78106 -1.33690 2.26581
C2 -2.03561 -1.16673 1.33476
C3 -1.06220 -0.96710 0.25761
C4 0.04203 -2.08138 0.46652
O1 -0.18954 -3.11627 -0.16970
O2 0.93719 -1.78777 1.22119
C5 -0.67566 0.52447 0.43223
O3 0.29153 1.06030 0.90216
N1 -1.72899 1.23964 -0.13130
C6 -2.43583 0.48056 -1.19563
C7 -3.91761 0.31614 -0.87016
C8 -4.69072 -0.39647 -1.93667
O4 -5.80634 -0.82089 -1.75901
C9 -2.22310 1.23214 -2.52593
C10 -3.25125 2.30801 -2.89043
C11 -3.26907 3.51193 -1.94532
I1 -5.24769 4.35768 -1.79609
C12 -1.72722 -0.92110 -1.13214
C13 -0.82853 -1.34295 -2.28945
C14 0.57368 -0.71853 -2.20219
C15 1.60490 -1.40746 -3.08224
C16 3.08118 -1.21967 -2.62520
C17 3.24562 -0.37060 -1.37275
C18 4.66970 -0.34162 -0.80342
C19 4.64793 -0.15746 0.72806
C20 5.64276 0.86724 1.29787
C21 5.01251 1.71439 2.39725
C22 3.86470 2.63511 1.94382
C23 3.99641 3.22028 0.55444
O5 2.87843 4.03960 0.23300
C24 1.73021 3.31897 -0.17926
H1 -3.41145 -1.22024 3.11254
H2 -1.40650 2.16408 -0.37970
H3 -4.04836 -0.25881 0.04423
H4 -4.38402 1.28801 -0.68824
H5 -4.21728 -0.53953 -2.92299
H6 -1.23384 1.69113 -2.51822
H7 -2.20274 0.53766 -3.36348
H8 -4.25810 1.90852 -2.97555
H9 -2.99743 2.67924 -3.88372
H10 -2.99589 3.27188 -0.92692
H11 -2.67803 4.33927 -2.31766
H12 -2.50888 -1.68767 -1.10073
H13 -1.27948 -1.11986 -3.25917
H14 -0.71013 -2.41995 -2.23066
H15 0.49869 0.33649 -2.47904
H16 0.85391 -0.77786 -1.15865
H17 1.38765 -2.46958 -3.18032
H18 1.49951 -0.99161 -4.08835
H19 3.66055 -0.80795 -3.45583
H20 3.51506 -2.19983 -2.42460
H21 2.90652 0.65176 -1.53904
H22 2.63077 -0.82871 -0.59933
H23 5.23256 0.47410 -1.25972
H24 5.14575 -1.29713 -1.02106
H25 3.64250 0.10678 1.05616
H26 4.85723 -1.12039 1.19144
H27 6.49037 0.34161 1.74459
H28 6.07822 1.47873 0.50499
H29 5.77445 2.29227 2.92311
H30 4.59901 1.02943 3.12944
H31 3.82423 3.47702 2.63784
H32 2.90434 2.12467 2.02170
H33 4.10348 2.43266 -0.19625
H34 4.86743 3.87335 0.48542
H35 1.90128 2.24240 -0.18111
H36 0.90253 3.51619 0.50145
H37 1.43973 3.63108 -1.18483
C25 -9.58821 -2.61652 -0.99619
C26 -8.62677 -3.74965 -0.68223
O6 -7.52999 -3.78542 -1.58208
H38 -9.96314 -2.71143 -2.01598
H39 -10.43623 -2.61712 -0.30837
H40 -9.08109 -1.65276 -0.91752
H41 -9.12773 -4.71322 -0.77542
H42 -8.25994 -3.65697 0.34652
H43 -7.06555 -2.94312 -1.50830
C27 3.71335 -2.04889 6.01352
C28 4.99193 -1.23282 5.96301
O7 4.83687 -0.04873 5.18660
H44 3.39024 -2.31487 5.00722
H45 3.85519 -2.96436 6.59062
H46 2.90726 -1.47425 6.47573
H47 5.78977 -1.80049 5.48615
H48 5.31885 -0.97122 6.97677
H49 4.14318 0.47904 5.59436